Entry 1:
Here is a 2-piece molecular cluster, C5H7F overall from the Open Molecules 2025 dataset. Energies are from ωB97M-V/def2-TZVPD.

Last columns: bonded neighbours and bond lengths (Å).
Cartesian coordinates (Å):
1 C 0.033 0.364 0.888  C2 1.347, C3 1.497, C4 1.464
2 C 0.585 0.004 2.063  C1 1.347, H7 1.194, H8 1.054
3 C -0.746 -0.073 -0.314  C1 1.497, C4 1.517, C5 1.508, H9 1.142
4 C -0.096 1.296 -0.233  C1 1.464, C3 1.517, F6 1.317
5 C -0.030 -1.074 -1.185  C3 1.508, H11 1.160, H12 1.182, H13 1.029
6 F -0.832 2.385 -0.312  C4 1.317
7 H 1.167 0.809 2.725  C2 1.194
8 H 0.411 -0.988 2.375  C2 1.054
9 H -1.867 -0.267 -0.403  C3 1.142
10 H 1.089 1.532 -1.300  no bonds
11 H -0.376 -0.768 -2.250  C5 1.160
12 H -0.338 -2.177 -0.890  C5 1.182
13 H 0.999 -1.042 -1.165  C5 1.029

## Properties
* E_HOMO: -9.936 eV
* DFT total energy: -8010.9726 eV

Here are the natural (NBO) charges for atoms 1 to 2, given in e: -0.075 -0.352

Entry 2:
Here is one molecule with the formula C5H7F from the Open Molecules 2025 dataset. Energies are from ωB97M-V/def2-TZVPD.

Last columns: bonded neighbours and bond lengths (Å).
Cartesian coordinates (Å):
1 C 1.114 0.784 -0.896  C2 1.518, H6 1.112, H7 1.083, H8 1.071
2 C 0.013 1.016 0.123  C1 1.518, C3 1.553, H9 1.131, F13 1.366
3 C -0.205 -0.175 1.094  C2 1.553, C4 1.484, H10 1.101, H11 0.988
4 C -0.892 -1.331 0.465  C3 1.484, C5 1.194
5 C -1.208 -2.239 -0.243  C4 1.194, H12 1.115
6 H 0.991 -0.261 -1.254  C1 1.112
7 H 1.156 1.392 -1.791  C1 1.083
8 H 2.095 0.868 -0.474  C1 1.071
9 H -0.948 0.928 -0.468  C2 1.131
10 H -1.029 0.183 1.732  C3 1.101
11 H 0.506 -0.367 1.752  C3 0.988
12 H -1.812 -3.041 -0.727  C5 1.115
13 F 0.220 2.242 0.687  C2 1.366

## Properties
* E_HOMO: -10.307 eV
* SMILES: C#CC[C@H](C)F
* DFT total energy: -8013.2860 eV

Here are the natural (NBO) charges for atoms 1 to 2, given in e: -0.652 0.234

Entry 3:
Here is one molecule with the formula C5H7F from the Open Molecules 2025 dataset. Energies are from ωB97M-V/def2-TZVPD.

Last columns: bonded neighbours and bond lengths (Å).
Cartesian coordinates (Å):
1 C -1.218 0.180 0.281  C2 1.519, C5 1.543, H6 1.097, F13 1.407
2 C -0.376 -0.991 -0.194  C1 1.519, C3 1.535, H7 1.156, H8 1.117
3 C 1.085 -0.555 -0.013  C2 1.535, C4 1.464, H9 1.092, H10 1.195
4 C 1.077 0.906 -0.116  C3 1.464, C5 1.344, H11 1.117
5 C -0.209 1.294 -0.068  C1 1.543, C4 1.344, H12 1.042
6 H -1.372 0.100 1.364  C1 1.097
7 H -0.501 -1.189 -1.326  C2 1.156
8 H -0.611 -1.906 0.404  C2 1.117
9 H 1.804 -1.018 -0.691  C3 1.092
10 H 1.499 -0.951 1.035  C3 1.195
11 H 1.878 1.677 -0.221  C4 1.117
12 H -0.516 2.272 -0.250  C5 1.042
13 F -2.538 0.181 -0.205  C1 1.407

## Properties
* E_HOMO: -9.493 eV
* SMILES: F[C@@H]1C=CCC1
* DFT total energy: -8014.7087 eV

Here are the natural (NBO) charges for atoms 1 to 2, given in e: 0.171 -0.427

Entry 4:
Here is one molecule with the formula C5H7F from the Open Molecules 2025 dataset. Energies are from ωB97M-V/def2-TZVPD.

Last columns: bonded neighbours and bond lengths (Å).
Cartesian coordinates (Å):
1 C -0.323 1.125 -0.109  C2 1.338, C5 1.411, F13 1.451
2 C 0.992 0.985 0.094  C1 1.338, C3 1.613, H6 1.000
3 C 1.161 -0.524 0.636  C2 1.613, C4 1.667, H7 1.058, H8 1.100
4 C -0.118 -0.969 -0.336  C3 1.667, C5 1.505, H9 1.139, H10 1.232
5 C -1.223 0.039 -0.167  C1 1.411, C4 1.505, H11 1.118, H12 1.060
6 H 1.561 1.801 -0.018  C2 1.000
7 H 0.891 -0.635 1.653  C3 1.058
8 H 1.938 -1.260 0.382  C3 1.100
9 H 0.324 -1.080 -1.380  C4 1.139
10 H -0.523 -2.090 -0.022  C4 1.232
11 H -2.010 0.170 -0.950  C5 1.118
12 H -1.753 0.059 0.750  C5 1.060
13 F -0.917 2.379 -0.533  C1 1.451

## Properties
* E_HOMO: -9.294 eV
* SMILES: FC1=CCCC1
* DFT total energy: -8013.4553 eV

Here are the natural (NBO) charges for atoms 1 to 2, given in e: 0.437 -0.290

Entry 5:
Here is one molecule with the formula C5H7F from the Open Molecules 2025 dataset. Energies are from ωB97M-V/def2-TZVPD.

Last columns: bonded neighbours and bond lengths (Å).
Cartesian coordinates (Å):
1 C -2.524 0.859 -0.174  C2 1.572, H6 1.219, H7 1.091, H8 1.083
2 C -1.539 -0.333 -0.457  C1 1.572, C3 1.348, H9 1.039
3 C -0.230 -0.045 -0.317  C2 1.348, C4 1.458, H10 1.216
4 C 0.635 -1.155 0.064  C3 1.458, C5 1.426, H11 1.041
5 C 1.856 -0.557 0.494  C4 1.426, H12 1.047, F13 1.406
6 H -1.863 1.798 0.234  C1 1.219
7 H -3.030 0.722 0.783  C1 1.091
8 H -3.148 1.194 -0.994  C1 1.083
9 H -1.757 -1.344 -0.362  C2 1.039
10 H -0.002 1.093 0.046  C3 1.216
11 H 0.649 -2.192 -0.026  C4 1.041
12 H 2.569 -1.237 0.849  C5 1.047
13 F 1.932 0.816 0.201  C5 1.406

## Properties
* E_HOMO: -8.352 eV
* SMILES: C/C=C/C=C\F
* DFT total energy: -8012.0483 eV

Here are the natural (NBO) charges for atoms 1 to 2, given in e: -0.640 -0.165

Entry 6:
Here is one molecule with the formula C5H7F from the Open Molecules 2025 dataset. Energies are from ωB97M-V/def2-TZVPD.

Last columns: bonded neighbours and bond lengths (Å).
Cartesian coordinates (Å):
1 C -0.524 0.084 2.860  C2 1.567, H6 1.034, H7 1.114, H8 1.092
2 C 0.502 0.761 1.888  C1 1.567, C3 1.473, H9 1.105, H10 1.088
3 C 0.267 0.258 0.523  C2 1.473, C4 1.220
4 C 0.051 -0.236 -0.571  C3 1.220, C5 1.484
5 C -0.321 -0.746 -1.914  C4 1.484, H11 1.093, H12 1.088, F13 1.331
6 H -0.501 0.409 3.842  C1 1.034
7 H -1.550 0.219 2.447  C1 1.114
8 H -0.393 -1.000 2.867  C1 1.092
9 H 0.436 1.863 1.917  C2 1.105
10 H 1.511 0.500 2.200  C2 1.088
11 H -1.412 -0.751 -1.984  C5 1.093
12 H 0.078 -1.757 -1.975  C5 1.088
13 F 0.221 -0.023 -2.892  C5 1.331

## Properties
* E_HOMO: -9.687 eV
* SMILES: CCC#CCF
* DFT total energy: -8013.8430 eV

Here are the natural (NBO) charges for atoms 1 to 2, given in e: -0.585 -0.473

Entry 7:
Here is one molecule with the formula C5H7F3 from the Open Molecules 2025 dataset. Energies are from ωB97M-V/def2-TZVPD.

Last columns: bonded neighbours and bond lengths (Å).
Cartesian coordinates (Å):
1 C 1.005 -0.604 0.937  C2 1.659, C3 1.504, F6 1.351, H9 1.079
2 C -0.148 0.049 -0.061  C1 1.659, C3 1.503, C4 1.511, C5 1.505
3 C 1.301 0.450 -0.094  C1 1.504, C2 1.503, F7 1.355, F8 1.343
4 C -0.649 -0.878 -1.143  C2 1.511, H10 1.088, H11 1.088, H12 1.088
5 C -1.134 0.995 0.568  C2 1.505, H13 1.086, H14 1.087, H15 1.089
6 F 1.368 -1.883 0.697  C1 1.351
7 F 1.658 1.674 0.364  C3 1.355
8 F 2.066 0.172 -1.162  C3 1.343
9 H 1.013 -0.351 1.986  C1 1.079
10 H -0.886 -1.858 -0.733  C4 1.088
11 H 0.101 -1.011 -1.921  C4 1.088
12 H -1.549 -0.464 -1.590  C4 1.088
13 H -0.664 1.582 1.352  C5 1.086
14 H -1.972 0.446 0.991  C5 1.087
15 H -1.511 1.681 -0.190  C5 1.089

## Properties
* E_HOMO: -10.139 eV
* SMILES: CC1(C)[C@@H](F)C1(F)F
* DFT total energy: -13449.7550 eV

Here are the natural (NBO) charges for atoms 1 to 2, given in e: 0.132 -0.110

Entry 8:
Here is one molecule with the formula C5H7F3N2O4S from the Open Molecules 2025 dataset. Energies are from ωB97M-V/def2-TZVPD.

Last columns: bonded neighbours and bond lengths (Å).
Cartesian coordinates (Å):
1 C 0.859 0.787 -0.561  C2 1.496, N7 1.339, O8 1.235
2 C 2.229 0.404 -1.026  C1 1.496, C3 1.579, H16 1.082, H17 1.016
3 C 1.941 -1.059 -1.547  C2 1.579, C4 1.540, H18 1.056, H19 1.061
4 C 0.422 -1.309 -1.538  C3 1.540, N7 1.465, O10 1.408, H20 1.080
5 C -2.618 0.320 1.779  F12 1.386, F13 1.378, F14 1.348, S15 1.864
6 N -1.319 2.384 1.966  S15 1.511, H21 0.985
7 N -0.087 -0.026 -1.047  C1 1.339, C4 1.465, O11 1.311
8 O 0.563 1.738 0.170  C1 1.235, S15 2.040
9 O -0.071 0.131 1.970  S15 1.430
10 O 0.033 -2.382 -0.714  C4 1.408, H22 0.980
11 O -1.294 0.194 -0.585  N7 1.311, S15 2.135
12 F -3.698 0.838 1.082  C5 1.386
13 F -2.587 -1.012 1.425  C5 1.378
14 F -2.881 0.236 3.098  C5 1.348
15 S -0.962 1.055 1.341  C5 1.864, N6 1.511, O8 2.040, O9 1.430, O11 2.135
16 H 2.376 1.179 -1.767  C2 1.082
17 H 3.015 0.491 -0.389  C2 1.016
18 H 2.312 -1.232 -2.520  C3 1.056
19 H 2.404 -1.719 -0.857  C3 1.061
20 H -0.113 -1.600 -2.431  C4 1.080
21 H -0.582 3.033 1.888  N6 0.985
22 H 0.059 -2.452 0.263  O10 0.980

## Properties
* E_HOMO (alpha / beta): -9.718 / -9.719 eV
* DFT total energy: -35451.1632 eV

Here are the natural (NBO) charges for atoms 1 to 2, given in e: 0.656 -0.470

Entry 9:
Here is a 2-piece molecular cluster, C5H7F3OS overall from the Open Molecules 2025 dataset. Energies are from ωB97M-V/def2-TZVPD.

Last columns: bonded neighbours and bond lengths (Å).
Cartesian coordinates (Å):
1 C 2.955 1.673 -0.450  O6 1.148
2 C 0.081 -0.361 -0.285  C3 1.484, H12 1.094, H13 1.039, H14 1.143
3 C -0.016 1.076 -0.644  C2 1.484, C4 1.570, H15 1.090, H16 1.127
4 C -0.456 1.922 0.604  C3 1.570, C5 1.494, S10 1.901, H11 1.073
5 C -1.613 1.369 1.371  C4 1.494, F7 1.315, F8 1.299, F9 1.375
6 O 3.583 0.720 -0.320  C1 1.148
7 F -2.706 1.393 0.641  C5 1.315
8 F -1.597 0.165 1.858  C5 1.299
9 F -1.768 2.165 2.482  C5 1.375
10 S 1.114 1.780 1.667  C4 1.901, H17 1.287
11 H -0.714 2.896 0.236  C4 1.073
12 H 0.733 -0.960 -0.928  C2 1.094
13 H -0.908 -0.673 -0.211  C2 1.039
14 H 0.567 -0.348 0.749  C2 1.143
15 H 0.904 1.555 -0.980  C3 1.090
16 H -0.704 1.290 -1.510  C3 1.127
17 H 1.540 2.943 1.318  S10 1.287

## Properties
* E_HOMO: -9.497 eV
* DFT total energy: -26332.7516 eV

Here are the natural (NBO) charges for atoms 1 to 2, given in e: 0.476 -0.624